1.
Entry from OMol25: 13 unconnected molecules or ions with the total composition C56H90F12O35 at a distorted geometry (ωB97M-V/def2-TZVPD).

ORCA input file:
```
! RIJCOSX wB97M-V def2-TZVPD def2/J DEFGRID3
* xyz -1 2
C -0.201 4.185 -0.920
O -0.240 2.790 -0.719
C -1.159 2.181 -1.606
C -1.638 0.772 -1.086
O -0.580 -0.150 -1.087
C 0.387 0.045 -0.067
C 1.102 -1.343 0.201
O 0.139 -2.322 0.528
C 0.508 -3.725 0.430
H 0.516 4.654 -0.247
H -1.137 4.725 -0.779
H 0.056 4.386 -1.961
H -0.694 2.041 -2.582
H -2.037 2.774 -1.864
H -2.319 0.368 -1.835
H -2.262 0.837 -0.194
H -0.008 0.348 0.903
H 1.135 0.790 -0.339
H 1.839 -1.215 0.994
H 1.656 -1.599 -0.701
H 1.356 -3.834 1.106
H 0.635 -3.946 -0.630
H -0.362 -4.343 0.653
C 5.903 -6.364 1.797
O 5.924 -5.577 0.652
C 5.391 -4.218 0.815
C 5.202 -3.465 -0.465
O 4.308 -4.227 -1.260
C 3.831 -3.611 -2.413
C 2.916 -4.359 -3.380
O 1.678 -4.675 -2.732
C 1.695 -5.998 -2.172
H 6.347 -5.839 2.643
H 6.474 -7.271 1.597
H 4.873 -6.636 2.025
H 6.066 -3.680 1.480
H 4.442 -4.369 1.331
H 6.177 -3.320 -0.930
H 4.715 -2.503 -0.305
H 4.698 -3.352 -3.021
H 3.212 -2.717 -2.335
H 3.325 -5.247 -3.862
H 2.629 -3.665 -4.170
H 2.369 -6.153 -1.330
H 1.867 -6.791 -2.900
H 0.681 -6.031 -1.774
C 0.254 1.892 -5.301
C -0.642 3.191 -5.208
O -0.294 4.076 -6.286
C 0.799 4.879 -6.271
O 1.454 5.077 -5.212
C 1.064 5.690 -7.546
F 1.422 6.960 -7.245
F 2.086 5.196 -8.213
F 0.000 5.719 -8.361
H 1.338 1.995 -5.362
H -0.043 1.241 -6.124
H 0.105 1.302 -4.397
H -0.463 3.690 -4.256
H -1.675 2.871 -5.344
C -1.307 6.860 4.238
C -1.890 7.327 2.941
O -1.069 8.335 2.238
C -0.025 8.029 1.425
O 0.368 6.894 1.281
C 0.690 9.252 0.742
F 2.021 9.331 0.991
F 0.619 9.143 -0.568
F 0.075 10.362 1.122
H -0.472 6.199 4.009
H -2.114 6.297 4.707
H -0.965 7.725 4.805
H -2.850 7.831 3.050
H -2.020 6.522 2.218
C -3.289 -2.716 1.962
C -3.045 -2.180 0.549
O -3.991 -1.268 0.139
C -5.165 -1.609 -0.313
O -5.724 -2.715 -0.170
C -5.890 -0.407 -0.999
F -6.812 -0.011 -0.101
F -4.988 0.573 -1.288
F -6.513 -0.673 -2.167
H -2.370 -3.169 2.335
H -4.127 -3.409 1.900
H -3.437 -1.917 2.689
H -3.111 -2.955 -0.215
H -2.112 -1.619 0.490
C -3.383 -10.906 -1.242
C -1.863 -11.038 -0.941
O -1.470 -10.133 0.028
C -1.126 -8.842 -0.223
O -1.067 -8.432 -1.367
C -0.811 -8.037 1.031
F -0.560 -8.803 2.109
F 0.179 -7.171 0.811
F -1.876 -7.317 1.262
H -3.610 -9.876 -1.518
H -3.956 -11.259 -0.384
H -3.669 -11.571 -2.057
H -1.230 -10.968 -1.826
H -1.734 -12.068 -0.610
C 0.423 3.179 2.781
C 1.845 3.720 2.475
C 2.421 4.431 3.661
O 3.665 3.780 3.762
C 3.803 2.750 2.866
O 4.862 2.131 2.557
O 2.672 2.549 2.279
H -0.255 4.019 2.933
H 0.403 2.649 3.733
H 0.099 2.556 1.947
H 1.758 4.272 1.539
H 1.944 4.202 4.614
H 2.480 5.516 3.582
C -6.152 7.675 -5.161
C -5.489 6.355 -5.017
C -4.009 6.526 -5.099
O -3.574 5.538 -4.183
C -4.532 5.291 -3.241
O -4.361 4.541 -2.280
O -5.660 5.938 -3.647
H -5.962 8.145 -6.125
H -5.852 8.442 -4.447
H -7.205 7.489 -4.948
H -5.929 5.628 -5.700
H -3.692 7.545 -4.878
H -3.821 6.263 -6.140
C 3.657 6.908 -0.692
C 4.249 5.692 -1.335
C 5.047 4.743 -0.494
O 4.306 3.529 -0.586
C 3.303 3.621 -1.503
O 2.644 2.703 -1.906
O 3.232 4.927 -1.889
H 2.984 7.437 -1.366
H 4.461 7.607 -0.464
H 3.114 6.600 0.202
H 4.859 5.933 -2.205
H 5.167 4.953 0.569
H 6.040 4.551 -0.902
C 2.299 0.531 5.419
C 1.613 -0.011 4.146
C 1.831 -1.503 4.000
O 0.546 -2.011 3.895
C -0.338 -1.067 4.139
O -1.536 -1.198 4.097
O 0.260 0.096 4.307
H 2.122 -0.189 6.219
H 1.983 1.542 5.675
H 3.365 0.713 5.290
H 2.035 0.432 3.244
H 2.340 -1.907 4.876
H 2.445 -1.750 3.134
C -1.294 -5.049 -3.984
C -1.505 -3.960 -2.979
C -0.608 -2.729 -3.265
O -1.567 -1.765 -3.712
C -2.839 -2.272 -3.540
O -3.839 -1.610 -3.769
O -2.840 -3.460 -3.023
H -0.244 -5.341 -4.002
H -1.608 -4.785 -4.993
H -1.877 -5.938 -3.743
H -1.309 -4.447 -2.024
H 0.114 -2.917 -4.060
H -0.121 -2.315 -2.383
C 3.091 -4.553 6.687
C 2.987 -5.348 5.325
C 2.557 -6.784 5.558
O 1.474 -6.948 4.610
C 1.150 -5.790 4.066
O 0.333 -5.662 3.162
O 1.928 -4.797 4.614
H 3.056 -3.469 6.570
H 3.924 -4.889 7.304
H 2.272 -4.777 7.370
H 3.943 -5.360 4.802
H 2.293 -7.061 6.578
H 3.318 -7.482 5.210
C -3.274 2.735 1.271
C -3.368 1.586 2.224
C -2.788 1.811 3.631
O -3.680 0.996 4.400
C -4.799 0.852 3.826
O -5.788 0.355 4.271
O -4.731 1.372 2.558
H -3.846 2.548 0.362
H -2.245 2.865 0.938
H -3.589 3.730 1.586
H -3.110 0.602 1.833
H -2.854 2.848 3.958
H -1.760 1.452 3.584
*
```

The calculation puts the HOMO energy (spin up / spin down) at -0.225 / -5.760 eV. The calculation puts the energy at -6019.5335 Ha.

***

2.
Entry from OMol25: 11 unconnected molecules or ions with the total composition C57H131N5O11 at a distorted geometry (ωB97M-V/def2-TZVPD).

ORCA input file:
```
! RIJCOSX wB97M-V def2-TZVPD def2/J DEFGRID3
* xyz 0 1
C 8.267 -24.322 12.856
O 7.432 -25.301 12.332
H 8.976 -24.820 13.553
H 8.781 -23.729 12.088
H 7.622 -23.631 13.390
H 6.786 -24.930 11.718
C 16.123 -25.118 10.632
O 14.990 -24.664 11.356
H 16.450 -24.382 9.880
H 16.886 -25.333 11.359
H 15.885 -26.046 10.042
H 14.866 -23.712 11.282
C 14.737 -21.056 11.176
O 14.826 -22.110 10.234
H 14.363 -20.158 10.709
H 14.061 -21.431 11.972
H 15.722 -20.894 11.643
H 13.896 -22.380 10.167
C 9.500 -18.985 15.782
C 9.794 -19.677 14.392
C 8.785 -19.443 13.331
C 8.862 -17.937 12.898
C 10.212 -17.572 12.326
C 11.405 -18.028 13.215
N 11.089 -19.368 13.745
O 12.147 -19.761 14.623
C 12.711 -18.215 12.320
C 11.827 -16.986 14.281
C 9.888 -21.122 14.743
H 10.404 -18.581 16.223
H 9.021 -19.694 16.442
H 8.907 -18.141 15.682
H 9.029 -20.025 12.406
H 7.761 -19.780 13.524
H 8.692 -17.301 13.731
H 8.078 -17.482 12.294
H 10.242 -16.470 12.315
H 10.346 -17.916 11.257
H 12.776 -17.332 11.733
H 13.587 -18.279 12.958
H 12.563 -19.143 11.706
H 12.391 -16.231 13.737
H 10.980 -16.485 14.702
H 12.382 -17.450 15.043
H 10.475 -21.684 13.980
H 8.853 -21.435 14.778
H 10.445 -21.388 15.674
H 12.163 -20.702 14.495
C 11.262 -15.874 4.995
C 12.100 -16.818 5.755
C 12.486 -16.282 7.222
C 11.316 -16.327 8.207
C 10.916 -17.840 8.318
C 10.393 -18.355 6.969
N 11.478 -18.139 5.984
O 11.042 -18.614 4.715
C 10.275 -19.873 7.043
C 9.059 -17.785 6.433
C 13.360 -17.121 4.993
H 10.394 -15.378 5.496
H 10.934 -16.358 4.080
H 11.807 -15.036 4.557
H 13.315 -16.881 7.623
H 12.888 -15.279 6.971
H 10.446 -15.758 7.909
H 11.754 -15.852 9.076
H 10.169 -18.233 9.069
H 11.850 -18.432 8.606
H 9.621 -20.227 7.850
H 9.812 -20.159 6.110
H 11.302 -20.228 7.229
H 8.218 -18.310 6.903
H 9.022 -16.685 6.537
H 9.001 -17.943 5.327
H 13.783 -18.074 5.388
H 14.078 -16.312 5.011
H 13.163 -17.379 3.968
H 11.537 -19.428 4.654
C 14.002 -21.278 5.030
C 13.210 -22.484 4.492
C 13.990 -23.173 3.364
C 15.144 -23.909 3.890
C 14.665 -24.909 4.950
C 13.945 -24.302 6.154
N 12.855 -23.500 5.497
O 12.170 -22.791 6.571
C 13.279 -25.464 6.889
C 14.915 -23.523 7.075
C 11.884 -21.985 3.991
H 15.063 -21.527 4.984
H 13.745 -20.944 6.031
H 13.904 -20.389 4.357
H 13.387 -23.931 2.852
H 14.295 -22.407 2.615
H 15.916 -23.213 4.329
H 15.641 -24.417 3.036
H 15.557 -25.369 5.385
H 14.076 -25.651 4.369
H 12.608 -25.970 6.189
H 13.985 -26.076 7.430
H 12.569 -25.014 7.681
H 14.438 -22.754 7.703
H 15.357 -24.232 7.726
H 15.717 -22.955 6.504
H 11.278 -22.798 3.579
H 12.039 -21.207 3.222
H 11.381 -21.505 4.806
H 11.265 -23.019 6.370
C 9.442 -25.621 2.942
C 8.369 -25.321 4.006
C 7.329 -26.414 3.954
C 6.429 -26.424 5.171
C 7.203 -26.589 6.498
C 8.329 -25.513 6.561
N 9.101 -25.470 5.338
O 10.026 -24.406 5.431
C 7.753 -24.142 6.997
C 9.289 -25.951 7.631
C 7.772 -23.939 3.704
H 10.086 -24.818 2.767
H 9.011 -25.775 1.927
H 10.060 -26.520 3.155
H 6.635 -26.240 3.107
H 7.843 -27.384 3.917
H 5.750 -27.274 5.085
H 5.858 -25.522 5.231
H 7.542 -27.623 6.564
H 6.550 -26.386 7.350
H 8.565 -23.425 7.100
H 7.120 -23.763 6.186
H 7.271 -24.210 7.968
H 9.967 -25.147 7.840
H 8.837 -26.146 8.600
H 9.787 -26.830 7.274
H 8.368 -23.192 4.188
H 6.756 -23.770 4.025
H 7.830 -23.648 2.691
H 10.830 -24.752 4.979
C 13.287 -27.880 14.580
C 13.288 -28.123 13.058
C 13.175 -29.638 12.857
C 12.693 -30.057 11.426
C 11.467 -29.268 10.929
C 11.514 -27.747 11.239
N 12.029 -27.567 12.622
O 11.917 -26.203 12.904
C 12.338 -27.052 10.081
C 10.075 -27.264 11.307
C 14.559 -27.711 12.387
H 12.225 -27.967 14.887
H 13.636 -26.846 14.712
H 13.902 -28.534 15.150
H 14.212 -30.024 13.012
H 12.493 -30.064 13.612
H 12.462 -31.125 11.513
H 13.530 -29.997 10.765
H 10.602 -29.653 11.414
H 11.183 -29.322 9.888
H 11.594 -26.870 9.253
H 12.816 -26.124 10.378
H 13.095 -27.647 9.585
H 9.425 -27.632 10.504
H 9.623 -27.561 12.276
H 9.970 -26.190 11.280
H 14.618 -28.004 11.317
H 15.374 -28.196 12.868
H 14.751 -26.650 12.296
H 12.609 -25.671 12.506
C 11.686 -25.628 17.678
C 10.655 -25.483 16.599
C 9.597 -24.465 17.115
O 11.229 -24.924 15.420
H 11.337 -26.044 18.650
H 12.180 -24.742 18.000
H 12.510 -26.277 17.328
H 10.253 -26.480 16.369
H 10.045 -23.488 17.216
H 9.274 -24.592 18.160
H 8.817 -24.323 16.378
H 11.702 -25.640 15.012
C 13.445 -22.118 16.902
C 13.949 -22.562 15.590
C 14.791 -23.819 15.685
O 12.902 -22.645 14.643
H 12.998 -21.148 16.795
H 14.209 -21.983 17.681
H 12.761 -22.845 17.331
H 14.720 -21.834 15.329
H 15.249 -24.123 14.754
H 14.226 -24.678 16.108
H 15.618 -23.694 16.350
H 12.293 -23.323 14.933
C 11.628 -23.287 11.514
C 11.222 -23.199 10.017
C 9.797 -22.664 9.849
O 12.244 -22.418 9.418
H 11.794 -22.222 11.927
H 12.590 -23.730 11.711
H 10.857 -23.786 12.148
H 11.362 -24.209 9.615
H 9.587 -21.902 10.601
H 9.116 -23.502 9.946
H 9.718 -22.326 8.789
H 12.370 -22.532 8.474
*
```

Its SMILES is CC1(C)CCCC(C)(C)N1O.CC1(C)CCCC(C)(C)N1O.CC1(C)CCCC(C)(C)N1O.CC1(C)CCCC(C)(C)N1O.CC1(C)CCCC(C)(C)N1O.CC(C)O.CC(C)O.CC(C)O.CO.CO.CO. The calculation puts the HOMO energy at -7.936 eV. The calculation puts the energy at -3351.4963 Ha.